# 1
{
  "formula": "C18H19MnN6O6Se",
  "method": "ωB97M-V/def2-TZVPD",
  "relative_energy_kcal_mol": 14.5,
  "total_energy_ev": -136867.7570,
  "homo_ev": [-4.6, -3.9],
  "total_charge": -1,
  "lumo_ev": [2.4, 2.4],
  "spin_multiplicity": 2,
  "homo_lumo_gap_ev": [7.04, 6.34],
  "elements": ["H", "H", "C", "Mn", "O", "H", "H", "C", "H", "H", "C", "H", "N", "H", "H", "C", "O", "C", "C", "O", "H", "C", "C", "C", "C", "C", "C", "O", "N", "H", "H", "C", "N", "Se", "C", "N", "O", "H", "C", "C", "H", "H", "C", "C", "H", "N", "O", "N", "H", "H", "H"],
  "positions_angstrom": [[1.620, -2.723, 2.229], [-5.711, -1.796, -1.146], [5.248, 0.527, -0.982], [-0.645, -0.914, -1.177], [-2.318, 0.858, 1.515], [-1.950, -0.576, 3.866], [2.535, 3.270, -1.095], [-4.210, 1.230, -1.113], [0.708, -0.924, 5.150], [6.671, 2.134, -0.879], [-4.938, -1.040, -1.173], [1.777, -1.792, 4.054], [-0.631, 1.052, -1.329], [4.943, 3.900, -0.956], [-6.265, 0.632, -0.946], [-1.740, 1.682, -1.248], [-0.875, -2.893, -0.724], [4.651, 2.856, -0.983], [-1.848, 3.162, -1.094], [1.724, -3.317, -1.032], [-2.285, 3.407, -0.121], [3.308, 2.513, -1.056], [2.932, 1.175, -1.077], [3.904, 0.180, -1.048], [-3.611, -1.405, -1.297], [1.499, 0.763, -1.117], [-2.900, 0.791, -1.239], [0.124, -2.144, -2.936], [-0.624, -0.664, 1.082], [-0.852, 3.592, -1.154], [6.003, -0.249, -0.962], [0.732, -1.634, 4.324], [1.172, -2.161, 1.527], [0.292, -3.377, -1.837], [0.210, -1.348, 1.894], [0.002, -1.084, 3.215], [0.007, -4.847, -2.446], [-3.301, -2.440, -1.373], [-1.088, -0.155, 3.340], [-1.437, 0.097, 1.871], [-4.404, 2.292, -1.032], [-0.788, 0.773, 3.832], [-5.238, 0.308, -1.069], [5.623, 1.865, -0.941], [3.580, -0.854, -1.088], [0.569, 1.700, -1.272], [1.251, -0.457, -0.979], [-2.619, -0.515, -1.320], [0.312, -2.583, 4.675], [-2.480, 3.598, -1.873], [1.364, -2.464, 0.541]]
}

---

# 2
{
  "formula": "C18H19N2O3",
  "method": "ωB97M-V/def2-TZVPD",
  "total_energy_ev": -28097.1316,
  "homo_ev": -3.7,
  "total_charge": -1,
  "lumo_ev": 3.0,
  "homo_lumo_gap_ev": 6.72,
  "smiles": "C[C@](C#N)(c1ccc(C#N)cc1)C1([O-])CCC2(CC1)OCCO2",
  "elements": ["H", "N", "H", "C", "H", "C", "H", "H", "C", "C", "H", "H", "H", "C", "H", "H", "H", "C", "H", "O", "C", "C", "C", "C", "H", "C", "H", "C", "C", "H", "O", "H", "C", "H", "H", "C", "N", "H", "O", "C", "C", "C"],
  "positions_angstrom": [[5.333, -0.386, -1.166], [0.144, -0.191, 3.166], [-1.230, 1.671, 1.189], [-2.739, 0.403, -0.799], [-0.934, -1.010, 0.734], [4.471, -2.096, -0.170], [-5.580, -0.599, -1.373], [-5.024, 0.740, 1.172], [-2.040, 1.798, -0.803], [1.780, 2.008, 1.185], [-2.802, 2.525, -0.501], [-4.862, -1.016, 0.810], [-0.394, 2.772, 0.029], [-0.582, -0.749, -0.274], [-5.618, 1.167, -1.042], [2.104, 2.464, 0.245], [1.480, -2.115, 1.465], [2.358, -0.378, 0.506], [2.611, 1.932, 1.898], [0.734, 0.961, -1.359], [0.197, 0.680, -0.240], [2.337, -1.715, 0.914], [-4.609, -0.002, 0.481], [-1.735, -0.713, -1.227], [-2.291, -1.656, -1.199], [3.400, 0.068, -0.320], [0.998, 2.632, 1.639], [5.550, -2.972, -0.555], [1.228, 0.603, 0.906], [3.329, 1.052, -0.783], [-3.832, 0.411, -1.702], [-1.394, -0.502, -2.246], [3.401, -2.568, 0.593], [3.391, -3.601, 0.947], [-1.700, 2.009, -1.824], [4.479, -0.764, -0.603], [6.420, -3.673, -0.909], [0.137, -1.494, -0.629], [-3.184, 0.126, 0.500], [-5.032, 0.246, -0.945], [-0.889, 1.803, 0.154], [0.593, 0.133, 2.138]]
}

---

What did the first record say?
{
  "formula": "C18H19MnN6O6Se",
  "method": "ωB97M-V/def2-TZVPD",
  "relative_energy_kcal_mol": 14.5,
  "total_energy_ev": -136867.7570,
  "homo_ev": [-4.6, -3.9],
  "total_charge": -1,
  "lumo_ev": [2.4, 2.4],
  "spin_multiplicity": 2,
  "homo_lumo_gap_ev": [7.04, 6.34],
  "elements": ["H", "H", "C", "Mn", "O", "H", "H", "C", "H", "H", "C", "H", "N", "H", "H", "C", "O", "C", "C", "O", "H", "C", "C", "C", "C", "C", "C", "O", "N", "H", "H", "C", "N", "Se", "C", "N", "O", "H", "C", "C", "H", "H", "C", "C", "H", "N", "O", "N", "H", "H", "H"],
  "positions_angstrom": [[1.620, -2.723, 2.229], [-5.711, -1.796, -1.146], [5.248, 0.527, -0.982], [-0.645, -0.914, -1.177], [-2.318, 0.858, 1.515], [-1.950, -0.576, 3.866], [2.535, 3.270, -1.095], [-4.210, 1.230, -1.113], [0.708, -0.924, 5.150], [6.671, 2.134, -0.879], [-4.938, -1.040, -1.173], [1.777, -1.792, 4.054], [-0.631, 1.052, -1.329], [4.943, 3.900, -0.956], [-6.265, 0.632, -0.946], [-1.740, 1.682, -1.248], [-0.875, -2.893, -0.724], [4.651, 2.856, -0.983], [-1.848, 3.162, -1.094], [1.724, -3.317, -1.032], [-2.285, 3.407, -0.121], [3.308, 2.513, -1.056], [2.932, 1.175, -1.077], [3.904, 0.180, -1.048], [-3.611, -1.405, -1.297], [1.499, 0.763, -1.117], [-2.900, 0.791, -1.239], [0.124, -2.144, -2.936], [-0.624, -0.664, 1.082], [-0.852, 3.592, -1.154], [6.003, -0.249, -0.962], [0.732, -1.634, 4.324], [1.172, -2.161, 1.527], [0.292, -3.377, -1.837], [0.210, -1.348, 1.894], [0.002, -1.084, 3.215], [0.007, -4.847, -2.446], [-3.301, -2.440, -1.373], [-1.088, -0.155, 3.340], [-1.437, 0.097, 1.871], [-4.404, 2.292, -1.032], [-0.788, 0.773, 3.832], [-5.238, 0.308, -1.069], [5.623, 1.865, -0.941], [3.580, -0.854, -1.088], [0.569, 1.700, -1.272], [1.251, -0.457, -0.979], [-2.619, -0.515, -1.320], [0.312, -2.583, 4.675], [-2.480, 3.598, -1.873], [1.364, -2.464, 0.541]]
}